Record 1
DFT (ωB97M-V with the def2-TZVPD basis set) results for a molecular structure, C24H36N2SiW.

The geometry in XYZ format:
```
64
Properties=species:S:1:pos:R:3
C 1.000 2.655 1.506
C 0.065 2.640 0.425
C -1.261 2.579 0.976
H 0.302 2.795 -0.624
C -1.147 2.544 2.398
C 0.265 2.568 2.727
H 0.691 2.637 3.724
H 2.084 2.734 1.408
H -2.187 2.580 0.409
H -1.983 2.522 3.087
W -0.230 0.776 1.539
C -1.561 -3.082 -4.102
H -2.273 -3.098 -3.272
H -1.860 -2.323 -4.833
H -0.555 -2.864 -3.732
Si -0.183 -0.163 -1.038
C 1.484 -0.210 -1.926
C 2.272 0.952 -1.993
H 1.921 1.886 -1.550
C 3.519 0.937 -2.636
H 4.115 1.851 -2.670
C 3.989 -0.239 -3.231
H 4.964 -0.249 -3.729
C 3.206 -1.397 -3.183
H 3.567 -2.316 -3.652
C 1.959 -1.387 -2.537
H 1.352 -2.295 -2.518
C -1.307 0.860 -2.138
C -0.894 1.347 -3.389
H 0.079 1.062 -3.795
C -1.719 2.223 -4.112
H -1.374 2.620 -5.069
C -2.974 2.587 -3.611
H -3.615 3.272 -4.173
C -3.411 2.065 -2.388
H -4.388 2.341 -1.986
C -2.595 1.182 -1.673
H -2.961 0.758 -0.732
H -0.733 -1.531 -1.188
H -1.558 -4.065 -4.589
C 1.590 -1.074 1.199
N 0.509 -2.048 1.318
C 0.948 -3.340 1.795
C -0.808 -1.622 1.729
C -1.037 -1.367 3.208
N -0.421 -0.064 3.583
C -1.214 0.575 4.674
C 0.994 -0.203 4.047
H 2.150 -1.301 0.273
H 2.309 -1.165 2.029
H 1.427 0.055 1.071
H 1.497 -3.265 2.756
H 0.094 -4.012 1.926
H 1.618 -3.789 1.047
H -1.265 -0.757 1.100
H -1.513 -2.430 1.449
H -2.112 -1.281 3.393
H -0.620 -2.156 3.843
H -1.152 -0.064 5.568
H -0.828 1.567 4.946
H -2.266 0.672 4.388
H 1.227 -1.263 4.204
H 1.692 0.243 3.328
H 1.118 0.338 4.995
```

Properties
Spin multiplicity: 3
HOMO energy (alpha / beta): -14.08 / -14.05 eV
Frontier orbital gap (alpha / beta): 7.18 / 5.39 eV
Charge: +2

Atomic partial charges in e from the natural (NBO) method, atoms 1 to 4: -0.27 -0.27 -0.27 0.31



Record 2
DFT (ωB97M-V with the def2-TZVPD basis set) results for 6 unconnected molecules or ions with the total composition C24H36N4O26S6.

The geometry in XYZ format:
```
96
Properties=species:S:1:pos:R:3
C 0.066 -0.587 0.482
C 1.015 0.146 1.449
S 1.883 1.608 0.741
C 1.505 1.825 -1.027
N 0.615 2.991 -1.317
C 0.018 3.542 -0.153
O 0.381 4.458 0.533
C -1.288 2.718 0.007
C -2.077 2.423 1.107
O -1.722 2.860 2.356
C -3.220 1.623 0.884
N -3.993 1.291 2.003
C -3.539 1.203 -0.419
O -4.695 0.450 -0.615
N -5.833 1.325 -0.854
O -6.318 1.634 0.149
C -2.735 1.509 -1.529
C -3.103 1.004 -2.924
C -2.942 -0.573 -2.952
C -1.590 -1.002 -3.542
N -0.396 -0.507 -2.993
O -1.570 -1.794 -4.467
C -1.581 2.255 -1.310
C -0.465 2.731 -2.252
O -0.435 2.909 -3.435
H -0.760 0.039 0.102
H -0.408 -1.423 1.027
H 0.594 -1.038 -0.373
H 0.452 0.367 2.357
H 1.802 -0.589 1.731
H 1.159 0.902 -1.517
H 2.468 2.056 -1.508
H -0.765 3.016 2.293
H -4.529 0.442 1.843
H -3.371 1.128 2.794
H -2.487 1.456 -3.710
H -4.163 1.229 -3.107
H -2.969 -0.964 -1.919
H -3.771 -1.034 -3.498
H -0.589 -0.155 -2.057
H 0.237 -1.296 -2.866
O 4.003 -0.223 1.924
S 4.120 -1.414 1.160
O 3.148 -1.813 0.205
O 4.373 -2.632 2.182
C 5.605 -3.282 1.861
C 6.463 -2.200 1.241
O 5.558 -1.424 0.457
H 5.396 -4.081 1.147
H 6.055 -3.706 2.756
H 7.257 -2.604 0.617
H 6.896 -1.550 2.005
O -5.652 -3.720 -0.764
S -5.922 -4.190 -2.075
O -7.241 -4.378 -2.556
O -5.084 -5.543 -2.305
C -4.214 -5.393 -3.434
C -3.898 -3.914 -3.488
O -5.125 -3.268 -3.125
H -4.754 -5.717 -4.327
H -3.322 -6.002 -3.311
H -3.571 -3.591 -4.473
H -3.140 -3.644 -2.750
O 0.119 -1.667 4.137
S 0.830 -0.687 4.877
O 1.564 0.355 4.262
O 1.791 -1.438 5.924
C 1.481 -1.021 7.258
C 0.011 -0.658 7.221
O -0.172 -0.027 5.949
H 2.099 -0.153 7.497
H 1.692 -1.821 7.964
H -0.273 0.014 8.026
H -0.620 -1.550 7.252
O 5.619 -2.590 -1.340
S 5.355 -3.069 -2.659
O 4.040 -3.300 -3.128
O 6.241 -4.395 -2.905
C 7.092 -4.207 -4.040
C 7.354 -2.716 -4.089
O 6.111 -2.117 -3.711
H 6.556 -4.545 -4.930
H 8.007 -4.784 -3.929
H 7.658 -2.377 -5.076
H 8.109 -2.421 -3.356
O -3.960 9.270 1.734
S -3.812 8.067 0.996
O -4.746 7.666 0.008
O -3.604 6.855 2.038
C -2.355 6.202 1.771
C -1.478 7.257 1.179
O -2.342 8.034 0.341
H -2.526 5.399 1.049
H -1.936 5.787 2.684
H -0.670 6.822 0.598
H -1.064 7.922 1.941
```

Properties
Spin multiplicity: 1
HOMO energy: -8.69 eV
Frontier orbital gap: 8.14 eV
Structure (SMILES): CCSCN1C(=O)c2c(O)c(N)c(ON=O)c(CCC(N)=O)c2C1=O.O=S1(=O)OCCO1.O=S1(=O)OCCO1.O=S1(=O)OCCO1.O=S1(=O)OCCO1.O=S1(=O)OCCO1

Atomic partial charges in e from the Löwdin method, atoms 1 to 4: -0.13 -0.50 0.97 -0.37



Record 3
DFT (ωB97M-V with the def2-TZVPD basis set) results for 7 unconnected molecules or ions with the total composition C24H36NO21.

The geometry in XYZ format:
```
82
Properties=species:S:1:pos:R:3
N 37.571 40.713 37.502
O 36.680 40.435 36.617
O 37.295 40.557 38.738
O 38.591 41.261 37.206
C 41.674 41.242 38.705
C 40.973 42.450 39.341
C 40.064 42.003 40.549
O 40.451 42.796 41.583
C 41.449 43.622 41.227
O 41.959 44.436 42.012
O 41.857 43.325 39.982
H 42.485 40.651 39.349
H 42.351 41.476 37.909
H 40.953 40.580 38.392
H 40.405 42.814 38.659
H 40.375 40.889 40.760
H 39.077 41.892 40.300
C 36.865 43.910 41.005
C 36.708 43.936 39.406
C 35.473 43.068 38.881
O 34.688 44.194 38.396
C 35.381 45.406 38.454
O 34.819 46.401 38.138
O 36.426 45.299 39.040
H 36.009 44.060 41.594
H 37.502 44.540 41.227
H 37.192 42.953 41.313
H 37.523 43.691 38.780
H 35.001 42.791 39.651
H 35.622 42.323 38.141
C 32.441 39.036 38.745
C 33.224 40.222 38.217
C 33.033 40.507 36.792
O 32.102 41.531 36.724
C 31.754 41.974 37.954
O 30.943 42.784 38.254
O 32.613 41.392 38.764
H 32.760 38.193 38.331
H 31.385 39.087 38.428
H 32.474 39.144 39.891
H 34.227 40.356 38.435
H 32.696 39.837 36.183
H 34.071 40.832 36.197
C 36.307 37.059 36.004
C 37.060 37.115 37.363
C 36.155 37.305 38.579
O 36.714 36.277 39.426
C 37.259 35.336 38.755
O 37.588 34.316 39.314
O 37.644 35.781 37.573
H 36.017 38.089 35.711
H 35.521 36.520 36.061
H 36.984 36.676 35.213
H 37.859 37.767 37.151
H 35.202 37.283 38.283
H 36.576 38.221 39.122
C 35.811 39.921 41.818
C 34.600 40.610 42.447
C 34.910 41.478 43.800
O 34.104 42.579 43.548
C 33.664 42.765 42.433
O 32.924 43.626 42.040
O 34.037 41.648 41.641
H 36.801 40.605 42.026
H 35.684 39.841 40.639
H 35.877 39.005 42.232
H 33.714 39.961 42.777
H 35.873 41.738 43.879
H 34.625 40.956 44.721
C 37.261 39.670 33.419
C 36.528 38.827 32.287
C 37.435 38.324 31.222
O 37.319 36.914 31.229
C 36.406 36.516 32.220
O 36.185 35.336 32.430
O 36.027 37.542 32.902
H 37.473 40.466 32.905
H 38.033 39.171 33.905
H 36.744 40.036 34.335
H 35.601 39.496 31.985
H 38.515 38.556 31.387
H 37.296 38.769 30.226
```

Properties
Spin multiplicity: 1
HOMO energy: -7.15 eV
Relative energy (zero: lowest compared OMol25 entry of this formula, charge and spin): 49.7 kcal/mol
Frontier orbital gap: 9.26 eV
Charge: -1

Atomic partial charges in e from the Löwdin method, atoms 1 to 4: -0.59 -0.09 -0.09 0.01



Record 4
DFT (ωB97M-V with the def2-TZVPD basis set) results for a molecular structure, C24H36NP2PtS4Sb.

The geometry in XYZ format:
```
69
Properties=species:S:1:pos:R:3
Pt 0.519 0.201 -0.654
C 0.152 4.809 -0.038
C 0.631 3.561 -0.756
C 0.917 3.756 -2.246
P -0.642 2.260 -0.458
C -2.241 2.247 -1.371
C -2.171 2.632 -2.837
C -3.334 3.008 -0.584
C -1.076 2.141 1.302
C -1.715 3.100 2.082
C -2.112 2.840 3.436
C -2.277 1.525 3.800
C -1.646 0.492 3.047
C -0.932 0.784 1.854
N -0.248 -0.202 1.228
C 0.437 -1.111 1.982
C 0.733 -1.037 3.392
C 0.874 -2.157 4.171
C 0.696 -3.409 3.587
C 0.613 -3.529 2.196
C 0.511 -2.374 1.381
P 0.589 -2.162 -0.456
C -1.030 -2.935 -1.163
C -0.868 -3.409 -2.617
C -1.680 -4.063 -0.321
C 2.125 -3.176 -0.736
C 2.642 -3.274 -2.215
C 3.284 -2.844 0.162
H 0.609 5.630 -0.534
H 0.461 4.861 1.009
H -0.912 5.122 -0.088
H 1.499 3.090 -0.308
H 0.308 3.118 -2.936
H 1.961 3.466 -2.360
H 0.829 4.774 -2.600
H -2.477 1.108 -1.445
H -2.056 3.721 -2.991
H -3.100 2.319 -3.263
H -1.379 2.121 -3.320
H -3.022 4.041 -0.422
H -3.697 2.501 0.335
H -4.149 2.997 -1.281
H -1.873 4.081 1.648
H -2.397 3.703 4.060
H -2.937 1.277 4.683
H -1.775 -0.581 3.288
H 0.785 0.006 3.697
H 0.932 -2.006 5.249
H 0.690 -4.278 4.261
H 0.611 -4.487 1.682
H -1.761 -2.050 -1.136
H -0.779 -2.623 -3.381
H -1.765 -4.019 -2.818
H -0.037 -4.105 -2.679
H -1.230 -5.054 -0.483
H -2.706 -4.185 -0.684
H -1.711 -3.857 0.716
H 1.756 -4.128 -0.419
H 3.265 -2.402 -2.338
H 1.793 -3.341 -2.881
H 3.377 -4.120 -2.277
H 2.969 -2.740 1.228
H 3.827 -1.932 -0.142
H 3.976 -3.719 0.179
S 5.084 -0.905 -2.201
Sb 3.666 0.834 -1.782
S 1.513 0.326 -2.720
S 2.983 0.618 0.479
S 4.119 3.145 -2.197
```

Properties
Spin multiplicity: 3
HOMO energy (alpha / beta): 1.86 / -2.43 eV
Relative energy (zero: lowest compared OMol25 entry of this formula, charge and spin): 21.3 kcal/mol
Frontier orbital gap (alpha / beta): 2.29 / 5.44 eV
Charge: -2

Atomic partial charges in e from the natural (NBO) method, atoms 1 to 4: 0.29 -0.62 -0.53 -0.67



Record 5
DFT (ωB97M-V with the def2-TZVPD basis set) results for 6 unconnected molecules or ions with the total composition C24H36O18.

The geometry in XYZ format:
```
78
Properties=species:S:1:pos:R:3
C -17.594 25.495 3.209
C -18.918 25.348 4.018
C -19.378 26.627 4.736
O -20.797 26.688 4.398
C -21.084 25.748 3.499
O -22.167 25.662 2.864
O -19.967 25.075 3.127
H -17.426 24.585 2.634
H -16.747 25.815 3.817
H -17.701 26.234 2.415
H -18.824 24.517 4.718
H -18.790 27.522 4.534
H -19.360 26.406 5.803
C -22.762 10.266 -0.215
C -22.488 11.761 -0.328
C -21.795 12.251 -1.676
O -22.504 13.391 -2.036
C -23.578 13.530 -1.365
O -24.477 14.342 -1.504
O -23.698 12.492 -0.423
H -23.340 10.057 0.685
H -21.891 9.645 -0.002
H -23.313 9.807 -1.036
H -21.932 12.186 0.508
H -21.959 11.493 -2.442
H -20.722 12.389 -1.548
C -22.625 13.125 9.505
C -22.851 14.420 8.732
C -24.306 14.824 8.423
O -24.445 16.157 8.826
C -23.336 16.524 9.489
O -23.321 17.624 10.083
O -22.454 15.500 9.575
H -23.046 13.233 10.504
H -21.571 13.014 9.761
H -23.072 12.295 8.958
H -22.134 14.511 7.916
H -24.968 14.195 9.019
H -24.557 14.713 7.368
C -22.304 17.933 -6.117
C -23.612 18.710 -6.056
C -24.138 18.993 -4.675
O -24.312 20.412 -4.634
C -23.687 20.961 -5.660
O -23.565 22.182 -5.793
O -23.402 20.013 -6.540
H -22.337 17.030 -5.508
H -21.506 18.590 -5.774
H -22.023 17.697 -7.144
H -24.298 18.219 -6.746
H -23.335 18.742 -3.981
H -25.090 18.509 -4.458
C -20.400 24.145 -2.461
C -19.660 22.993 -3.149
C -18.174 22.887 -2.830
O -17.991 21.571 -2.565
C -19.144 20.972 -2.321
O -19.219 19.796 -2.035
O -20.129 21.854 -2.494
H -20.343 24.175 -1.373
H -21.481 24.096 -2.592
H -20.030 25.113 -2.797
H -19.857 22.789 -4.202
H -17.848 23.394 -1.922
H -17.635 23.416 -3.616
C -25.844 20.490 1.047
C -24.492 19.685 1.214
C -23.356 20.411 1.908
O -22.933 19.489 2.908
C -23.698 18.355 2.842
O -23.436 17.323 3.444
O -24.702 18.519 1.988
H -26.115 21.061 1.934
H -26.689 19.843 0.809
H -25.743 21.216 0.240
H -24.132 19.403 0.224
H -23.708 21.368 2.292
H -22.637 20.697 1.140
```

Properties
Spin multiplicity: 1
HOMO energy: -10.48 eV
Relative energy (zero: lowest compared OMol25 entry of this formula, charge and spin): 81.3 kcal/mol
Frontier orbital gap: 10.87 eV
Structure (SMILES): C[C@H]1COC(=O)O1.C[C@H]1COC(=O)O1.C[C@H]1COC(=O)O1.C[C@H]1COC(=O)O1.C[C@H]1COC(=O)O1.C[C@H]1COC(=O)O1

Atomic partial charges in e from the Löwdin method, atoms 1 to 4: -0.02 -0.32 -0.05 0.08



Record 6
DFT (ωB97M-V with the def2-TZVPD basis set) results for a molecular structure, C24H36P2PbSi.

The geometry in XYZ format:
```
64
Properties=species:S:1:pos:R:3
C -4.224 0.658 0.914
C -4.327 -0.756 0.857
C -3.235 -1.322 1.597
H -5.132 -1.332 0.396
C -2.413 -0.220 2.077
C -3.017 1.005 1.598
H -2.659 2.008 1.822
H -4.961 1.377 0.556
H -3.140 -2.364 1.902
H -1.573 -0.299 2.763
Pb -1.753 -0.423 -0.280
C 3.003 -0.977 1.247
H 3.631 -1.706 1.790
H 3.369 -0.804 0.225
H 2.983 -0.009 1.783
Si 0.966 -1.567 1.173
C 0.569 -2.588 -0.374
C -0.656 -3.294 -0.573
H -1.466 -3.228 0.175
C -0.825 -4.101 -1.703
H -1.790 -4.581 -1.901
C 0.247 -4.317 -2.574
H 0.135 -5.004 -3.411
C 1.459 -3.648 -2.374
H 2.300 -3.818 -3.049
C 1.604 -2.746 -1.314
H 2.530 -2.176 -1.176
C 1.130 -2.947 2.486
C 1.126 -4.313 2.122
H 0.698 -4.632 1.169
C 1.703 -5.276 2.968
H 1.742 -6.315 2.636
C 2.209 -4.915 4.217
H 2.693 -5.663 4.859
C 2.086 -3.586 4.644
H 2.434 -3.285 5.632
C 1.526 -2.615 3.802
H 1.430 -1.587 4.161
H 5.610 -1.043 0.415
H 5.544 -0.451 0.879
C 0.448 1.901 -3.081
P 1.717 3.167 -2.610
C 1.126 4.611 -3.596
C 1.195 3.629 -0.875
C -0.089 4.421 -0.628
P -1.633 3.398 -0.831
C -2.652 4.311 0.393
C -2.333 4.230 -2.315
H 0.697 1.594 -4.108
H -0.591 2.268 -3.065
H 0.547 1.017 -2.432
H 1.621 5.515 -3.217
H 1.471 4.436 -4.625
H 0.036 4.743 -3.594
H 1.162 2.679 -0.318
H 2.050 4.210 -0.494
H -0.101 4.748 0.423
H -0.149 5.327 -1.248
H -2.825 5.334 0.034
H -3.610 3.792 0.505
H -2.135 4.340 1.359
H -2.010 5.276 -2.368
H -2.077 3.711 -3.242
H -3.423 4.198 -2.201
```

Properties
Spin multiplicity: 1
HOMO energy (alpha / beta): -12.76 / -12.76 eV
Relative energy (zero: lowest compared OMol25 entry of this formula, charge and spin): 55.7 kcal/mol
Frontier orbital gap (alpha / beta): 3.13 / 3.13 eV
Charge: +2

Atomic partial charges in e from the natural (NBO) method, atoms 1 to 4: -0.23 -0.23 -0.42 0.27



So what do the calculations give for calculated total energy? Going down the list: -1401.4625; -5500.2752; -2570.6866; -3625.8932; -2290.4310; -2100.4289 a.u..